No. 1
The following is a DFT calculation (the ωB97M-V functional and the def2-TZVPD basis) of a structure of composition C49H57ClN4O5SV at a distorted geometry.

Geometry as XYZ:
```
118
Properties=species:S:1:pos:R:3:forces:R:3:mulliken_charge:R:1
C 0.12877 -2.09479 5.51507 -0.04 0.08 -0.39 -0.74
C -1.35943 5.72481 -0.39303 0.07 0.26 0.00 2.10
H -0.72133 7.27931 -1.74923 0.05 0.14 -0.03 0.47
O -2.29393 -2.33869 0.43887 0.42 0.53 0.30 -0.12
C -0.05833 -1.67869 4.20227 -0.24 0.90 0.99 -0.80
H 3.04957 -1.79479 0.98137 -0.06 -0.03 0.06 0.15
H -5.47673 3.22601 -0.99483 -0.04 0.14 -0.08 0.46
H 4.35967 5.40131 -3.10663 0.07 0.08 -0.03 0.52
H 1.82847 3.18191 -1.98523 0.05 0.19 0.00 1.24
H 4.68407 2.60561 -4.29273 -0.02 -0.05 -0.10 0.38
C -0.37733 3.42931 -0.57613 -0.23 0.53 -0.01 -0.38
S -0.75973 0.19011 2.29537 -0.32 0.86 0.91 0.02
H 0.60197 5.70721 0.57537 0.12 -0.05 0.02 0.28
C 6.01787 -1.17979 -0.64483 -0.27 0.00 -0.01 -2.41
H -1.45653 5.89301 -2.55333 -0.03 -0.02 -0.13 0.35
C -0.77093 0.47861 5.01317 0.13 -0.24 -0.28 -0.64
H 1.00677 -5.50389 -2.19043 -0.03 -0.06 -0.10 0.57
H 0.60017 3.87901 -0.57763 0.07 0.05 -0.12 1.10
H -2.92823 -5.00789 -2.55953 -0.02 0.07 -0.09 0.26
C 2.38477 2.31841 -1.66923 0.20 0.14 -0.03 -0.86
H -5.50323 0.19371 -1.37843 -0.10 -0.09 -0.05 0.47
H -5.35783 3.19021 0.77827 -0.02 0.17 0.12 0.45
V -0.27683 -0.85049 -0.52263 0.26 -1.43 -2.57 -1.12
C 2.33997 -0.05349 -0.98913 0.80 2.84 -0.51 1.54
C 0.83627 -4.89749 -1.31663 0.09 -0.12 0.61 -1.14
C -0.79563 6.19471 -1.74353 -0.11 -0.02 0.17 -1.40
H 0.40567 -3.51649 3.40617 -0.06 0.14 -0.11 0.12
H -0.76683 5.76201 1.69197 0.01 -0.05 0.15 0.36
H -4.58383 1.34271 -2.35123 -0.04 0.06 -0.14 0.34
H 4.64517 -3.40869 -1.19553 0.03 -0.14 0.01 0.49
C 4.58247 3.42601 -2.28993 0.14 0.21 -0.11 1.95
C 4.10097 -2.51569 -1.49553 -0.02 0.14 0.09 -1.41
N 0.21287 -2.55659 3.15597 0.09 -0.58 -1.43 0.51
H 6.10037 4.77221 -1.54033 0.09 0.08 -0.05 0.48
C -1.72993 -6.51639 1.32407 -0.29 0.14 -0.25 0.16
C -2.08513 -6.50249 -0.01363 0.15 -0.02 0.36 -0.76
C 5.54477 3.90461 -1.19193 -0.14 -0.06 -0.16 -1.72
H -2.13003 -5.74839 3.28457 0.01 0.01 0.07 0.55
C -2.68673 6.44961 -0.15653 0.22 -0.15 -0.03 -2.30
N 0.10107 -2.84389 -0.40103 0.30 -1.22 0.81 1.53
H 4.98507 4.19511 -0.30443 0.01 0.00 0.12 0.38
C 1.17417 -5.35549 -0.04403 -0.05 0.11 -0.76 -1.12
H -4.53493 -5.50919 -2.01543 -0.04 0.01 -0.09 0.36
Cl -0.49253 -7.59549 1.86767 0.22 -0.27 0.15 -0.20
H -5.32743 0.22751 1.15737 -0.12 -0.03 0.01 0.49
H 1.21367 -4.89139 2.03557 0.00 -0.01 0.07 0.56
H 4.63527 -2.55009 1.20887 0.03 -0.13 0.05 0.45
H 6.26277 3.13631 -0.92063 0.09 -0.10 0.09 0.32
H 6.48807 -2.10219 -0.31173 0.04 -0.08 0.03 0.44
H 4.35707 -2.29029 -2.52893 0.00 -0.03 -0.12 0.36
H -4.24493 -3.24519 -1.96653 -0.02 -0.01 0.06 0.27
C -3.30383 -4.79109 1.76437 -0.14 0.10 -0.33 -0.21
C 4.12357 -1.65109 0.87177 -0.02 0.02 -0.14 -1.29
C 4.40537 1.07641 -1.37383 -0.33 -0.10 -0.06 -0.13
H -2.50143 7.52021 -0.11683 0.00 0.10 0.00 0.46
C 3.75827 2.26081 -1.77203 -0.39 0.08 0.03 -0.77
N -0.16603 -1.06459 1.35667 1.06 -1.46 2.39 0.90
C -2.70393 -2.32479 -0.72403 -1.68 -0.80 0.25 1.03
C -4.31373 1.56161 -0.21363 -0.20 -0.09 0.02 2.80
C -3.04093 -5.61789 -0.49423 -0.32 0.33 0.16 1.21
H 3.00577 4.35101 -3.47693 -0.15 0.00 -0.08 0.40
H -4.83703 -1.99749 -0.84803 0.12 -0.06 -0.11 0.04
H 3.03287 -2.71649 -1.43343 -0.01 -0.06 -0.03 0.05
C -2.94893 2.20891 -0.33703 -0.24 -0.04 0.11 -1.24
C -0.50873 -0.38069 3.95857 0.25 -0.38 -0.22 1.25
H 5.93377 3.79831 -3.93223 0.11 0.08 -0.07 0.46
H -3.62933 4.20551 -0.29203 -0.21 0.08 0.03 0.83
H -3.61393 -0.13179 0.96297 0.00 -0.08 0.10 0.09
H 1.60667 -6.33569 0.08637 -0.02 -0.05 0.04 0.58
C -1.50833 4.21211 -0.43473 0.74 -0.21 -0.07 -1.11
H -0.01393 -3.22329 -2.40353 0.04 -0.12 0.14 0.50
H 3.19507 5.04211 -1.84743 -0.17 0.06 0.09 0.33
H 4.43217 -0.82369 1.50787 -0.01 0.05 0.13 0.33
H -0.77333 0.73261 7.13487 -0.02 0.04 0.07 0.41
H 6.35987 -0.98019 -1.65683 0.09 0.06 -0.13 0.45
H -6.38803 2.04571 -0.06683 -0.16 -0.04 0.02 0.45
H -1.12563 1.47301 4.79607 -0.04 0.20 0.05 0.50
H 0.03547 -1.56279 7.58207 0.00 -0.04 0.06 0.42
C 5.36837 2.96381 -3.52563 -0.09 0.10 0.14 -1.69
C 0.28327 -3.63259 -1.44043 0.02 -0.15 -0.50 -0.79
O 1.51347 -1.02219 -0.74233 0.64 -0.76 -0.20 -0.43
C 0.42467 -3.26009 0.83567 0.51 -1.51 -0.96 0.13
H -3.27943 -6.71539 -2.30603 -0.01 -0.03 -0.04 0.54
C -0.57413 0.05531 6.31927 0.00 -0.08 0.01 -0.81
O -2.06393 -1.92509 -1.72023 1.27 0.73 -0.90 -0.85
H -1.63003 -7.20709 -0.69163 0.07 -0.12 -0.09 0.46
C -2.36673 -5.68709 2.23237 0.06 -0.06 -0.02 -0.72
H -3.38663 6.26591 -0.96883 -0.15 -0.01 -0.02 0.41
H -0.30123 7.19811 0.78697 0.02 0.13 -0.02 0.47
H 5.48017 1.07371 -1.39533 0.20 -0.07 0.01 0.61
C -4.34153 0.67261 1.03927 0.10 -0.01 -0.17 -1.50
C -0.12283 -1.23029 6.56797 -0.06 0.14 0.02 -0.61
C 0.95487 -4.54049 1.04777 -0.29 1.03 0.20 -0.54
H 0.47217 -3.09959 5.70497 0.08 -0.17 0.06 0.46
H -3.80563 -4.11119 2.43287 -0.03 0.12 0.10 0.45
C -4.15143 -2.84189 -0.95613 0.71 0.38 -0.14 -0.65
C -3.46963 -5.71339 -1.92823 0.00 0.08 -0.01 -1.84
H 0.19317 5.78361 -1.93093 0.12 -0.06 -0.04 0.20
C -5.44643 2.58351 -0.11843 0.26 -0.18 0.00 -2.44
H 6.06707 2.16771 -3.28563 0.09 -0.12 0.01 0.35
C 3.71927 4.62151 -2.70253 0.13 -0.21 0.06 -2.01
O -4.52373 -3.74869 0.05167 -0.28 -0.49 0.12 -0.52
C -0.51703 2.04481 -0.65963 -1.00 -0.31 -0.05 -0.61
C 3.75227 -0.08759 -1.00613 -0.12 -0.34 0.00 -1.04
C -4.54933 0.70891 -1.46823 0.10 0.08 0.12 -1.56
C -2.76023 3.58111 -0.36703 -0.19 -0.67 0.08 0.00
H -4.11813 1.25691 1.93097 -0.01 0.04 0.09 0.28
C 1.68627 1.20711 -1.19913 1.54 -0.93 0.04 -0.37
H -3.75393 -0.01929 -1.60673 -0.05 -0.09 -0.07 0.24
C -0.39213 6.11611 0.73457 -0.15 -0.06 -0.13 -1.62
N 0.38937 1.08141 -0.88633 -0.89 -1.43 0.69 0.01
H 6.34957 -0.38029 0.01377 0.11 0.09 0.04 0.45
C -3.61353 -4.70819 0.40637 0.25 -0.43 0.29 0.15
H -3.13343 6.15431 0.79027 -0.14 -0.03 0.08 0.45
O -1.66133 0.13051 -0.36033 -3.13 1.41 0.44 0.35
C 0.15877 -2.25159 1.83507 -0.58 1.40 1.03 0.33
C 4.49727 -1.34569 -0.58693 0.06 -0.14 0.10 2.52
C -1.78903 1.41291 -0.43673 1.05 2.15 -0.32 0.67
```
Positions in Å, forces in eV/Å.

Computed properties:
Charge: +1
Gap between HOMO and LUMO (spin up / spin down) (eV): 5.513 / 5.510

No. 2
The following is a DFT calculation (the ωB97M-V functional and the def2-TZVPD basis) of a cluster of 10 separate species, C6H29NO9 in total at a distorted geometry.

Geometry as XYZ:
```
45
Properties=species:S:1:pos:R:3:forces:R:3:mulliken_spin:R:1
O 0.60628 -2.31876 -0.05288 1.89 0.07 2.34 0.00
H 2.89856 2.58962 0.48518 -0.59 -0.81 -1.13 0.01
H 0.55032 -3.20298 -0.39014 0.25 -1.09 -0.70 0.00
H 0.14067 0.70397 -4.56312 0.04 -0.58 -0.53 0.00
H -3.39745 -0.88801 -2.57278 -0.87 -0.14 0.65 0.00
O 2.36349 -0.34244 -0.56269 -0.89 -0.91 0.48 0.00
H 1.57021 -4.95635 -1.85393 1.22 -1.09 0.21 0.00
O -2.41697 0.87243 0.27301 -1.35 0.19 0.51 0.00
H 0.59854 -4.14293 -2.66912 -0.15 -0.04 1.30 0.00
O -1.43122 3.73621 -0.49295 0.30 -0.80 1.71 0.00
H -2.75304 1.53431 0.90443 -0.29 -0.28 -0.43 0.00
H -0.59225 0.13755 -1.58771 0.80 -2.09 -0.40 0.00
H -1.07099 0.09316 2.09448 1.28 -0.36 1.03 -0.01
H 2.65791 -0.36931 -1.45967 0.43 -0.22 -0.93 0.00
H 2.01876 2.51278 -1.13928 -1.22 -0.60 0.38 0.00
N 1.15068 1.58609 0.70551 1.51 1.51 -0.20 0.32
H -0.42893 -1.40073 2.84375 0.06 0.28 -0.53 0.01
H -0.07476 -1.84527 -0.45151 -2.18 1.12 -1.23 0.00
H -1.68634 0.47062 4.33300 -0.74 1.15 0.39 0.00
H 1.67523 -0.77041 1.90875 -1.10 0.44 -1.23 0.00
O -0.39826 1.06843 -3.87351 -0.95 0.58 0.97 0.00
O 0.85319 -4.36822 -1.72995 -1.00 0.52 -1.31 0.00
H -0.93202 -0.93813 4.97473 0.80 1.75 -1.13 0.00
C -0.30659 -0.31044 2.83988 -1.64 -0.61 1.78 0.01
C 1.15406 -0.03222 2.53991 1.78 -2.63 0.93 0.04
H -1.19200 0.51835 -3.70284 0.78 0.61 -0.85 0.00
O -0.54812 -0.83218 -1.88605 0.03 2.57 0.79 0.00
H 1.77697 -0.46105 3.42378 -0.99 2.13 -0.46 0.00
C 1.33637 1.33675 2.06975 0.43 -0.59 -2.43 0.11
C 1.99115 2.21025 -0.08361 0.35 -0.09 3.43 0.00
H -3.14084 0.45864 -1.58299 0.20 -1.95 -1.82 0.00
H -1.68634 4.35755 -1.15180 -0.09 0.42 -1.11 0.00
H -1.51472 1.12647 0.23245 1.50 0.15 -0.20 0.00
H 1.90537 2.11032 3.94179 0.26 0.27 -0.51 0.04
O -2.93272 -0.06833 -2.44439 0.07 2.18 0.88 0.00
H -1.30640 -0.72652 -2.48183 -0.32 -0.60 0.40 0.00
H -1.05773 -2.59318 -3.57056 0.41 -0.30 -0.06 0.00
H 0.31332 -2.23902 -3.10795 1.99 3.08 2.55 0.00
C 1.72212 2.35366 2.88932 -0.58 -3.33 2.82 0.43
H 1.66268 -1.07830 -0.50646 1.17 0.57 0.09 0.00
C -0.71224 0.06213 4.39704 -0.44 -3.51 -1.54 0.00
H 0.01923 0.59205 4.96262 0.33 0.73 0.19 0.00
O -0.12155 -2.83210 -3.62062 -2.41 -2.79 -3.02 0.00
H 1.66372 3.28094 2.57449 0.08 4.66 -1.37 0.03
H -0.92733 3.00463 -0.85553 -0.15 0.41 -0.67 0.00
```
Positions in Å, forces in eV/Å.

Computed properties:
2S+1: 2
Charge: +1
<S²>: 0.77
Gap between HOMO and LUMO (spin up / spin down) (eV): 9.142 / 5.779

No. 3
The following is a DFT calculation (the ωB97M-V functional and the def2-TZVPD basis) of a structure of composition C28H24N14OPt at a distorted geometry.

Geometry as XYZ:
```
68
Properties=species:S:1:pos:R:3:forces:R:3:nbo_charge:R:1
N 4.01626 -0.83871 1.22780 0.09 -0.11 0.15 -0.21
H 4.17438 3.00394 1.91559 0.01 0.02 0.01 0.21
N -2.81320 2.05044 -0.52615 0.03 -0.14 0.05 -0.78
H 6.20338 2.73265 5.66694 0.02 -0.03 0.01 0.25
H -6.73278 -0.49006 -0.26202 0.02 0.02 -0.04 0.43
C -1.17323 5.30370 1.12634 -0.12 0.44 0.25 -0.24
H 7.31923 0.14712 2.42728 0.01 0.00 0.03 0.23
Pt -0.01362 -0.01657 0.03420 0.22 0.07 0.13 0.87
H 7.64603 0.92651 4.74656 0.00 0.02 0.00 0.24
C 5.73640 1.53259 2.01955 -0.04 -0.11 -0.07 -0.06
N -0.18551 4.06151 -0.72618 0.09 0.19 -0.15 -0.21
H -0.99741 -5.75867 0.56459 -0.01 0.01 0.05 0.26
H -3.59941 2.65237 -0.71807 -0.01 0.01 -0.12 0.43
C -0.79948 -4.71981 0.33829 0.14 0.05 0.01 -0.10
C -0.36611 2.91440 1.13741 0.11 0.14 -0.03 0.24
H 1.30668 4.75937 2.20250 -0.01 -0.03 -0.01 0.21
C -0.89725 6.82694 4.58453 -0.03 0.04 -0.02 -0.18
N -6.01360 -1.19274 -0.21720 0.00 -0.09 0.03 -0.71
C 0.66089 5.31706 2.86734 0.03 0.07 0.07 -0.24
H -2.84952 -4.05867 0.55818 -0.03 0.00 -0.06 0.27
C 2.73965 -1.07953 1.13192 0.09 0.08 0.04 0.15
C 6.88611 1.38461 4.12855 0.07 -0.01 0.03 -0.18
H 0.68031 2.50324 -1.83306 -0.06 -0.04 -0.02 0.24
C 6.70537 0.94663 2.82318 0.00 0.03 -0.12 -0.17
N 4.24746 4.59151 5.52573 0.77 -0.73 -0.36 -0.25
H 2.26750 -1.95266 1.54858 0.05 0.09 0.10 0.23
N -3.81211 -1.82944 -0.14425 0.07 -0.39 0.18 -0.50
H -2.25231 5.15856 1.19664 0.02 -0.04 -0.06 0.23
C -1.53195 -2.47663 0.01843 -0.05 -0.35 -0.06 0.15
C 2.45001 5.16584 4.52095 0.80 -0.09 0.64 0.43
N -4.42287 0.45302 -0.29079 -0.25 0.02 -0.07 -0.54
H 2.89472 1.67982 -0.44184 0.02 0.01 0.04 0.24
C 4.19890 3.95725 4.39388 -0.26 0.68 0.76 0.44
N -2.15482 -0.16011 -0.17274 1.56 -0.02 -0.08 -0.59
H 6.24969 0.32200 0.31713 -0.09 -0.05 -0.10 0.25
H -6.26225 -2.16785 -0.21337 -0.02 0.01 0.05 0.43
N -0.57620 4.09540 0.56227 0.19 -0.47 0.13 -0.14
H -1.96502 2.23938 -1.03646 -0.05 0.09 0.04 0.40
C 0.48824 -4.30073 0.03027 -0.19 -0.07 -0.06 -0.21
C -0.61749 5.68063 2.48260 0.03 -0.13 0.06 -0.06
H 0.76390 6.72013 5.95304 -0.01 -0.01 0.01 0.25
H 1.31485 -4.99624 0.01083 0.01 0.01 -0.04 0.26
C 0.26520 2.84997 -0.90085 0.06 0.22 0.23 0.11
C 0.70899 -2.96603 -0.25037 0.13 -0.10 -0.30 0.06
C -3.14500 0.75602 -0.33468 -0.04 0.14 0.01 0.63
C 0.37216 6.44148 4.98428 0.09 -0.03 0.00 -0.16
N 2.07722 -0.10632 0.44143 -1.43 -0.05 -0.40 -0.53
C 4.93861 2.54266 2.53166 0.02 0.01 0.12 -0.21
H -0.56169 2.68103 2.17071 -0.13 0.02 -0.02 0.26
O 3.08135 4.28590 3.70529 -0.16 -0.20 -0.47 -0.43
H 1.69357 -2.60634 -0.51575 -0.11 -0.01 0.02 0.23
C 5.47435 1.02225 0.61863 0.32 0.14 0.36 -0.23
C 1.14977 5.67267 4.12490 -0.24 -0.04 -0.28 -0.02
H -0.98693 6.09640 0.40280 0.02 -0.10 -0.10 0.26
C 6.08857 2.38790 4.64824 -0.07 0.09 -0.04 -0.17
H -2.40061 6.72489 3.05723 -0.01 0.02 0.05 0.22
H -1.51086 7.42869 5.24063 0.01 -0.01 0.02 0.24
C -1.82870 -3.79044 0.33262 0.04 0.08 -0.18 -0.17
N 0.18038 2.09676 0.23915 -0.56 -1.16 -0.38 -0.55
N -0.28111 -2.06937 -0.24508 0.37 0.94 0.76 -0.43
N 4.18509 0.32713 0.58344 -0.40 0.10 -0.18 -0.13
C -2.57371 -1.44389 -0.09634 -0.56 0.25 0.04 0.46
C 5.10295 2.96388 3.84825 0.03 -0.21 -0.28 -0.03
N 3.13404 5.35937 5.60592 -1.02 0.52 -0.21 -0.25
C -1.39878 6.43534 3.35230 -0.04 -0.04 -0.12 -0.18
C 3.02319 0.76997 0.11848 0.24 -0.05 -0.03 0.22
C -4.74054 -0.84376 -0.20991 0.22 0.34 0.00 0.62
H 5.42326 1.83513 -0.10417 -0.03 -0.03 -0.05 0.23
```
Positions in Å, forces in eV/Å.

Computed properties:
Charge: +2
Gap between HOMO and LUMO (eV): 6.261

Energy above the lowest of the compared OMol25 structures with the same formula, charge and spin
In order: 39.4; 75.8; 0.0
Unit: kcal per mole